(1)
{
  "formula": "C2H2O3S2",
  "method": "ωB97M-V with the def2-TZVPD basis set",
  "orbital_gap_ev": [7.0040, 7.7361],
  "e_tot_ev": -29912.756,
  "relative_energy_kcal_mol": 80.1,
  "e_homo_ev": [-9.08, -9.67],
  "symbols": ["C", "C", "O", "O", "O", "S", "S", "H", "H"],
  "coordinates": [[-0.3898, 0.3768, -2.3178], [-0.1798, 0.7702, 1.3717], [1.5286, -1.0906, -1.4573], [0.8609, -1.6389, 1.8334], [-0.8887, 1.5112, 0.7033], [0.3233, -0.3799, -1.1480], [-0.2822, -1.1171, 1.1149], [-1.4675, 0.7075, -2.3527], [0.4952, 0.8609, 2.2526]],
  "mulliken_charge": [-0.270, 0.188, -0.506, -0.442, -0.409, 0.450, 0.367, 0.269, 0.352]
}


(2)
{
  "formula": "C2H6NO2",
  "method": "ωB97M-V with the def2-TZVPD basis set",
  "total_charge": -1,
  "orbital_gap_ev": 7.1997,
  "e_tot_ev": -7753.324,
  "relative_energy_kcal_mol": 114.0,
  "e_homo_ev": -2.70,
  "symbols": ["C", "C", "N", "O", "O", "H", "H", "H", "H", "H", "H"],
  "coordinates": [[0.3355, -1.0834, 0.6227], [-0.4069, 0.6584, -0.8875], [-0.4771, 0.0387, 0.4868], [-0.0678, 1.0972, 1.3432], [0.3570, 1.6506, -1.0324], [1.3246, -1.1500, 0.0511], [0.3627, -1.5269, 1.6151], [-0.0875, -2.0948, 0.2213], [-0.1419, -0.3406, -1.7937], [-1.4497, 0.8828, -1.3224], [0.2511, 1.8678, 0.6957]],
  "mulliken_charge": [-0.842, -0.308, -0.118, -0.511, -0.796, 0.302, 0.346, 0.265, 0.118, 0.193, 0.350]
}


(3)
{
  "formula": "C27H39NO19S",
  "method": "ωB97M-V with the def2-TZVPD basis set",
  "orbital_gap_ev": 8.2120,
  "e_tot_ev": -79852.687,
  "smiles": "N#CO[C@H]1OC(=O)O[C@H]1CCCS.C[C@@H]1COC(=O)O1.C[C@@H]1COC(=O)O1.C[C@@H]1COC(=O)O1.C[C@@H]1COC(=O)O1.C[C@@H]1COC(=O)O1",
  "relative_energy_kcal_mol": 125.9,
  "e_homo_ev": -9.44,
  "symbols": ["N", "C", "O", "C", "O", "C", "O", "O", "C", "C", "C", "C", "S", "H", "H", "H", "H", "H", "H", "H", "H", "H", "C", "C", "C", "O", "C", "O", "O", "H", "H", "H", "H", "H", "H", "C", "C", "C", "O", "C", "O", "O", "H", "H", "H", "H", "H", "H", "C", "C", "C", "O", "C", "O", "O", "H", "H", "H", "H", "H", "H", "C", "C", "C", "O", "C", "O", "O", "H", "H", "H", "H", "H", "H", "C", "C", "C", "O", "C", "O", "O", "H", "H", "H", "H", "H", "H"],
  "coordinates": [[-6.2638, 1.0826, -3.4988], [-5.6817, 0.0666, -2.8961], [-4.7219, -1.0455, -2.6515], [-3.4579, -0.5424, -2.0817], [-2.6446, -1.4080, -1.2114], [-1.2858, -0.8491, -1.3003], [-0.1027, -1.2786, -0.8471], [-1.2939, 0.3871, -2.0981], [-2.4025, 0.2618, -3.0996], [-2.0643, -0.4248, -4.5494], [-1.1705, 0.4982, -5.5669], [-0.4096, 1.7705, -4.8673], [0.6506, 2.7034, -6.1549], [-3.7878, 0.3143, -1.3544], [-2.9312, 1.2763, -3.3699], [-1.5602, -1.4821, -4.3314], [-3.0786, -0.6758, -5.1242], [-0.3163, -0.2033, -6.0155], [-1.8575, 0.8380, -6.4715], [0.3122, 1.3315, -4.0253], [-1.1279, 2.5300, -4.3168], [0.7533, 4.0348, -5.6372], [2.0304, -1.2429, 0.8701], [3.2063, -2.1639, 0.6164], [3.3921, -3.2038, 1.6802], [4.7854, -3.4499, 1.6357], [5.3678, -2.3092, 1.1591], [6.5667, -2.0888, 1.1717], [4.4296, -1.4452, 0.6713], [1.1031, -1.8068, 1.0045], [2.1998, -0.6182, 1.7537], [1.9005, -0.5576, 0.0256], [3.1235, -2.6201, -0.3772], [2.8325, -4.1193, 1.4662], [3.1312, -2.8543, 2.6856], [8.8487, -3.8856, 0.5083], [9.3679, -5.1592, -0.1271], [10.7262, -5.5617, 0.3632], [11.2610, -6.2653, -0.7425], [10.6429, -5.7696, -1.8561], [10.9926, -6.0010, -3.0007], [9.5845, -4.9757, -1.5183], [8.8439, -3.9568, 1.5995], [9.4499, -3.0201, 0.2095], [7.8267, -3.6856, 0.1690], [8.6412, -5.9704, 0.0004], [10.6732, -6.2101, 1.2429], [11.3815, -4.7122, 0.5865], [4.6988, 3.1769, 4.5946], [3.2563, 2.7176, 4.6541], [3.0065, 1.6630, 5.6898], [1.9111, 0.9479, 5.1489], [1.9752, 1.1038, 3.7927], [1.3100, 0.4689, 2.9924], [2.8870, 2.0610, 3.4505], [5.0479, 3.5247, 5.5708], [5.3564, 2.3734, 4.2457], [4.8030, 3.9972, 3.8763], [2.5897, 3.5774, 4.7914], [2.7442, 2.0914, 6.6618], [3.8451, 0.9699, 5.8213], [-2.2423, 0.0202, 2.1861], [-2.5439, 1.4647, 1.8426], [-2.7314, 2.3390, 3.0457], [-3.6101, 3.3413, 2.5690], [-4.3246, 2.7799, 1.5482], [-5.3071, 3.2856, 1.0333], [-3.7969, 1.5744, 1.1837], [-1.3723, -0.0608, 2.8435], [-3.1005, -0.4598, 2.6685], [-2.0412, -0.5495, 1.2725], [-1.7717, 1.8651, 1.1749], [-1.7906, 2.7821, 3.3860], [-3.2094, 1.8281, 3.8892], [-9.0592, 3.6583, -0.8531], [-10.2067, 2.6871, -1.0419], [-10.0715, 1.8323, -2.2660], [-11.4182, 1.5571, -2.6044], [-12.1627, 2.5937, -2.1156], [-13.3341, 2.7915, -2.3887], [-11.4203, 3.3829, -1.2845], [-8.0959, 3.1409, -0.8405], [-9.0473, 4.4161, -1.6438], [-9.1755, 4.1983, 0.0927], [-10.3386, 2.0759, -0.1412], [-9.5279, 0.9044, -2.0648], [-9.5976, 2.3463, -3.1099]],
  "mulliken_charge": [-0.424, 0.483, -0.308, 0.107, -0.332, 0.551, -0.586, -0.308, 0.081, -0.625, -0.598, -0.445, -0.248, 0.330, 0.458, 0.261, 0.252, 0.292, 0.343, 0.264, 0.284, 0.148, -0.918, 0.489, -0.389, -0.327, 0.624, -0.577, -0.337, 0.361, 0.038, 0.295, 0.339, 0.307, 0.277, -1.279, 0.516, -0.466, -0.322, 0.622, -0.560, -0.323, 0.378, 0.326, 0.194, 0.263, 0.314, 0.321, -1.434, 0.510, -0.498, -0.304, 0.656, -0.701, -0.301, 0.374, 0.348, 0.357, 0.256, 0.319, 0.314, -1.059, 0.591, -0.423, -0.325, 0.598, -0.573, -0.285, 0.280, 0.373, 0.055, 0.156, 0.268, 0.316, -1.416, 0.487, -0.272, -0.323, 0.610, -0.558, -0.339, 0.389, 0.345, 0.341, 0.236, 0.237, 0.253]
}